The following is a DFT calculation (ωB97M-V/def2-TZVPD) of one molecule with the formula C9H15NO4S.

Gap between HOMO and LUMO (spin up / spin down): 7.79 / 7.79 eV
LUMO (spin up / spin down): 0.31 / 0.31 eV
E_HOMO (spin up / spin down): -7.48 / -7.48 eV
Energy above the lowest of the compared OMol25 structures with the same formula, charge and spin: 3.5365 eV

Last column: Mulliken charge in e.
Positions of all 30 atoms, in Å:
1 C 0.32 3.45 0.42  0.533
2 C 1.83 -1.50 -2.45  -0.718
3 C 0.40 -1.90 -2.44  -0.430
4 C -1.23 1.59 1.26  -0.914
5 C 0.11 1.91 0.68  -0.375
6 C 0.85 -0.46 -2.04  0.177
7 C 0.68 -0.01 -0.70  -0.206
8 C -1.02 -1.33 0.53  -0.554
9 C -0.70 -2.69 1.11  -1.157
10 N 0.27 1.26 -0.56  -0.091
11 O 0.55 3.99 1.59  -0.475
12 O 0.31 3.97 -0.64  -0.503
13 O -2.40 -0.34 2.52  -0.698
14 O 0.15 -0.24 2.71  -0.660
15 S -1.08 -0.17 1.91  1.120
16 H 2.73 -1.77 -1.87  0.272
17 H 2.21 -1.39 -3.50  0.242
18 H 0.26 -2.09 -3.47  0.365
19 H -0.01 -2.45 -1.54  0.015
20 H -1.53 2.14 2.16  0.453
21 H -2.12 1.81 0.64  0.400
22 H 0.80 1.62 1.42  0.374
23 H 0.55 0.27 -2.79  0.285
24 H 1.20 -0.35 0.22  0.434
25 H -1.92 -1.33 0.05  0.459
26 H -1.06 -3.48 0.45  0.435
27 H -1.37 -2.84 2.11  0.338
28 H 0.39 -2.74 1.31  0.221
29 H 1.07 3.43 2.17  0.395
30 H -0.24 1.65 -1.28  0.264

***

The following is a DFT calculation (ωB97M-V/def2-TZVPD) of a 2-piece molecular cluster, C9H15OPS overall.

Gap between HOMO and LUMO (spin up / spin down): 5.78 / 6.53 eV
LUMO (spin up / spin down): 0.81 / -2.28 eV
2S+1: 3
E_HOMO (spin up / spin down): -4.97 / -8.81 eV
Expectation value of S²: 2.02
Energy above the lowest of the compared OMol25 structures with the same formula, charge and spin: 0.3000 eV

Last column: Mulliken charge in e.
Positions of all 27 atoms, in Å:
1 C -3.77 0.74 -0.47  -0.790
2 C -2.69 1.62 -0.70  -0.121
3 C -3.33 -0.46 -0.05  0.416
4 C -1.45 1.11 -0.39  0.344
5 C -4.01 -1.71 0.43  -1.239
6 C 1.86 -1.33 -0.01  -1.156
7 C 3.82 -0.11 -1.00  -1.476
8 C 3.20 0.21 1.45  -1.290
9 C 2.99 -0.35 0.23  1.121
10 O 0.85 2.02 0.68  -0.492
11 P 0.15 1.73 -0.78  0.122
12 S -1.58 -0.55 0.07  -0.338
13 H -4.77 1.00 -0.55  0.484
14 H -2.91 2.69 -1.04  0.240
15 H -3.57 -2.23 1.37  0.271
16 H -5.12 -1.75 0.57  0.347
17 H -3.91 -2.43 -0.27  0.393
18 H 2.12 -2.46 -0.02  0.337
19 H 1.15 -1.32 0.87  0.214
20 H 1.42 -1.21 -0.89  0.483
21 H 3.11 -0.22 -1.82  0.310
22 H 4.61 -0.81 -1.08  0.379
23 H 4.15 0.83 -0.86  0.444
24 H 2.67 -0.16 2.37  0.317
25 H 4.02 0.86 1.70  0.321
26 H 1.30 1.32 1.16  0.411
27 H -0.32 2.98 -0.94  -0.048

***

The following is a DFT calculation (ωB97M-V/def2-TZVPD) of a 2-piece molecular cluster, C9H15P overall.

Gap between HOMO and LUMO: 8.75 eV
LUMO: 0.50 eV
E_HOMO: -8.25 eV
Energy above the lowest of the compared OMol25 structures with the same formula, charge and spin: 1.6515 eV

Last column: Mulliken charge in e.
Positions of all 25 atoms, in Å:
1 C -0.73 1.74 -0.92  -2.154
2 C -0.59 0.41 -0.28  0.601
3 C -0.05 -0.60 -0.96  -0.740
4 C -0.10 -2.03 -0.40  -1.123
5 C -0.16 -2.04 1.15  -0.487
6 C -0.83 -1.05 1.78  -0.665
7 C -1.27 0.16 1.05  0.992
8 C -1.30 1.44 1.95  -1.211
9 H -1.76 1.91 -1.03  0.557
10 H -0.27 1.85 -1.87  0.403
11 H -0.37 2.60 -0.24  0.351
12 H 0.41 -0.53 -1.92  0.911
13 H -1.01 -2.58 -0.84  0.303
14 H 0.68 -2.67 -0.77  0.439
15 H 0.23 -2.99 1.65  0.312
16 H -1.00 -1.06 2.84  0.369
17 H -2.36 -0.11 0.78  0.169
18 H -0.16 1.78 2.06  0.244
19 H -1.44 1.19 3.07  0.364
20 H -2.03 2.19 1.45  0.281
21 C 2.32 0.34 -0.01  -0.490
22 P 3.12 -0.70 -1.02  -0.074
23 H 2.72 0.29 0.95  0.379
24 H 1.67 1.13 -0.39  0.295
25 H 2.56 -0.22 -2.18  -0.027

***

The following is a DFT calculation (ωB97M-V/def2-TZVPD) of a 2-piece molecular cluster, C9H16BBrO2 overall.

Gap between HOMO and LUMO: 8.79 eV
LUMO: 0.54 eV
E_HOMO: -8.25 eV
Energy above the lowest of the compared OMol25 structures with the same formula, charge and spin: 0.0000 eV

Last column: Mulliken charge in e.
Positions of all 29 atoms, in Å:
1 B 0.25 -1.21 0.37  1.064
2 C -1.53 -4.71 0.39  -0.841
3 C -0.63 -4.00 1.07  -0.009
4 C 0.97 0.89 0.14  1.506
5 C -0.48 0.74 -0.47  1.493
6 C 2.06 0.96 -0.92  -1.919
7 C 1.13 2.05 1.12  -1.724
8 C -0.62 1.23 -1.90  -1.729
9 C -1.57 1.35 0.41  -1.918
10 C 0.58 -3.41 0.54  -0.358
11 O 1.16 -0.35 0.84  -0.608
12 O -0.68 -0.69 -0.45  -0.666
13 Br 1.10 -3.91 -1.24  -0.200
14 H -2.42 -5.09 0.87  0.263
15 H -1.41 -4.93 -0.65  0.227
16 H -0.78 -3.79 2.12  0.287
17 H 3.03 0.90 -0.43  0.513
18 H 2.01 1.89 -1.48  0.351
19 H 1.99 0.12 -1.60  0.359
20 H 2.15 2.06 1.48  0.462
21 H 0.47 1.96 1.97  0.343
22 H 0.93 2.99 0.60  0.346
23 H -1.64 1.05 -2.24  0.463
24 H 0.06 0.71 -2.57  0.344
25 H -0.42 2.30 -1.94  0.342
26 H -2.54 1.07 0.00  0.500
27 H -1.49 2.43 0.42  0.362
28 H -1.51 0.96 1.42  0.351
29 H 1.45 -3.42 1.18  0.398

***

The following is a DFT calculation (ωB97M-V/def2-TZVPD) of a 4-piece molecular cluster, C9H16Cl3NO6 overall.

Gap between HOMO and LUMO: 10.66 eV
LUMO: 0.24 eV
E_HOMO: -10.42 eV
Energy above the lowest of the compared OMol25 structures with the same formula, charge and spin: 0.0000 eV

Last column: Mulliken charge in e.
Positions of all 35 atoms, in Å:
1 C -1.70 -3.91 -5.85  -0.644
2 O -2.41 -3.83 -4.60  -0.317
3 C -1.90 -3.44 -3.41  0.754
4 O -0.66 -3.27 -3.20  -0.592
5 O -2.90 -3.37 -2.51  -0.306
6 C -2.71 -2.55 -1.32  -0.539
7 H -2.42 -3.77 -6.66  0.258
8 H -1.27 -4.88 -6.10  0.279
9 H -0.92 -3.15 -5.95  0.307
10 H -2.81 -1.48 -1.50  0.325
11 H -1.72 -2.70 -0.90  0.103
12 H -3.38 -2.68 -0.48  0.352
13 C 0.28 6.84 2.41  -0.608
14 O 0.26 5.43 2.12  -0.297
15 C 1.43 4.77 2.12  0.744
16 O 2.56 5.27 2.34  -0.583
17 O 1.16 3.51 1.68  -0.285
18 C 2.23 2.52 1.92  -0.439
19 H 0.80 7.07 3.34  0.284
20 H -0.73 7.24 2.39  0.219
21 H 0.87 7.29 1.60  0.298
22 H 2.07 1.67 1.25  -0.067
23 H 2.33 2.26 2.98  0.352
24 H 3.23 2.88 1.71  0.343
25 Cl -1.84 -1.09 3.46  -0.107
26 C -0.68 -2.41 3.34  -0.052
27 Cl 1.07 -1.84 3.38  -0.141
28 Cl -1.01 -3.37 1.85  -0.083
29 H -0.80 -3.03 4.23  0.379
30 C 2.37 -1.17 0.20  -0.719
31 C 1.03 -0.66 -0.25  0.413
32 N -0.02 -0.27 -0.56  -0.395
33 H 2.95 -0.35 0.63  0.267
34 H 2.94 -1.61 -0.61  0.306
35 H 2.32 -1.94 0.97  0.189

***

The following is a DFT calculation (ωB97M-V/def2-TZVPD) of an isolated ion of composition C9H16ClN4 and charge +1.

Gap between HOMO and LUMO (spin up / spin down): 6.79 / 6.80 eV
LUMO (spin up / spin down): -4.06 / -4.06 eV
Total charge: +1
E_HOMO (spin up / spin down): -10.85 / -10.85 eV
Energy above the lowest of the compared OMol25 structures with the same formula, charge and spin: 0.8786 eV

Last column: Mulliken charge in e.
Positions of all 30 atoms, in Å:
1 C 3.38 2.02 -0.57  -0.343
2 C 4.48 -0.62 0.04  0.632
3 C 4.55 1.82 0.32  -0.397
4 C -1.28 -0.66 -1.29  -0.793
5 C -1.56 -0.79 1.07  -0.727
6 C 0.01 0.14 -1.11  -0.667
7 C -0.28 0.01 1.28  -0.579
8 C 1.96 0.41 0.36  -0.740
9 C -3.48 -1.00 -0.37  -1.060
10 N 2.29 1.32 -0.51  -0.380
11 N 5.00 0.45 0.12  -0.208
12 N -2.17 -0.40 -0.18  -0.066
13 N 0.66 -0.25 0.16  0.064
14 Cl 4.53 -2.22 -0.14  -0.045
15 H 3.50 2.62 -1.45  0.394
16 H 5.39 2.45 0.04  0.271
17 H 4.34 1.92 1.38  0.271
18 H -1.77 -0.34 -2.21  0.504
19 H -1.04 -1.74 -1.39  0.333
20 H -1.33 -1.88 1.10  0.335
21 H -2.25 -0.58 1.88  0.476
22 H 0.70 -0.04 -1.93  0.444
23 H -0.21 1.21 -1.06  0.410
24 H -0.50 1.08 1.29  0.361
25 H 0.20 -0.27 2.22  0.429
26 H 2.42 0.15 1.31  0.627
27 H -3.92 -0.60 -1.28  0.341
28 H -3.42 -2.10 -0.45  0.379
29 H -4.12 -0.75 0.48  0.346
30 H 0.81 -1.26 0.13  0.387

***

The following is a DFT calculation (ωB97M-V/def2-TZVPD) of C9H16CuOP as an isolated structure.

Gap between HOMO and LUMO (spin up / spin down): 4.54 / 4.49 eV
LUMO (spin up / spin down): 3.31 / 3.28 eV
2S+1: 2
Total charge: -1
E_HOMO (spin up / spin down): -1.24 / -1.22 eV
Expectation value of S²: 0.77

Last column: Mulliken charge in e.
Positions of all 28 atoms, in Å:
1 C 0.63 0.95 -2.69  -0.019
2 C 0.20 0.21 -3.73  -0.659
3 C -0.20 -1.13 -3.69  -0.053
4 C -0.24 -2.04 -2.62  -0.094
5 C 0.11 -1.73 -1.36  -0.608
6 Cu -0.25 -0.05 -1.57  -1.041
7 P 0.14 2.15 -0.42  -0.092
8 H 1.05 1.95 -2.85  0.369
9 H 0.14 0.68 -4.74  0.224
10 H -0.54 -1.53 -4.64  0.299
11 H 0.25 -2.46 -0.56  0.213
12 H -0.56 -3.06 -2.87  0.197
13 H -0.91 2.64 0.40  0.042
14 H 0.33 3.35 -1.16  0.078
15 H 1.25 2.31 0.47  0.006
16 C -0.62 0.47 3.20  -0.481
17 C 0.57 -0.51 3.23  -0.579
18 C 0.91 -0.71 1.75  -0.450
19 O -0.22 -0.24 0.98  0.029
20 C -1.28 0.13 1.87  -0.582
21 H -1.30 0.35 4.04  0.353
22 H -0.24 1.50 3.18  0.245
23 H 0.25 -1.46 3.65  0.296
24 H 1.42 -0.14 3.80  0.318
25 H 1.80 -0.12 1.45  0.281
26 H 1.09 -1.76 1.49  0.181
27 H -1.95 -0.74 1.99  0.268
28 H -1.82 0.96 1.41  0.257

***

The following is a DFT calculation (ωB97M-V/def2-TZVPD) of C9H16N2 as an isolated structure.

Gap between HOMO and LUMO (spin up / spin down): 8.00 / 8.00 eV
LUMO (spin up / spin down): 0.70 / 0.70 eV
E_HOMO (spin up / spin down): -7.30 / -7.30 eV
Energy above the lowest of the compared OMol25 structures with the same formula, charge and spin: 6.0272 eV

Last column: Mulliken charge in e.
Positions of all 27 atoms, in Å:
1 C -0.65 -1.58 -0.84  -1.027
2 C -1.87 -1.02 0.22  -0.061
3 C 0.36 -0.98 0.16  0.432
4 C -2.99 -0.11 -0.33  0.196
5 C -0.75 -0.07 0.50  -0.303
6 C -4.00 0.11 0.79  -1.407
7 C 4.04 0.60 0.12  -1.110
8 C 1.59 -0.45 -0.50  -0.833
9 C 2.53 0.16 0.52  -0.370
10 N -2.30 1.21 -0.61  -0.542
11 N -1.03 1.16 0.12  -0.010
12 H -0.71 -0.96 -1.77  0.231
13 H -2.07 -1.73 1.05  0.440
14 H 0.68 -1.76 0.88  0.343
15 H -3.49 -0.56 -1.24  0.374
16 H -4.72 0.95 0.44  0.324
17 H -3.47 0.48 1.69  0.289
18 H -4.66 -0.73 0.87  0.390
19 H 4.60 -0.26 -0.41  0.264
20 H 4.57 0.84 1.08  0.308
21 H 4.38 1.44 -0.55  0.319
22 H 1.89 -1.42 -0.83  0.307
23 H 1.35 0.25 -1.26  0.365
24 H 2.06 1.04 1.08  0.252
25 H 2.70 -0.59 1.36  0.243
26 H -2.16 1.14 -1.62  0.348
27 H -0.75 1.99 0.58  0.237